1.
Molecular formula: C6H13N3
Method: DFT, ωB97M-V with the def2-TZVPD basis set

Last column: Löwdin charge in e.
Atoms and positions in Å:
H (-3.462, 0.754, -2.562)  0.0436
H (0.266, 1.986, 1.409)  0.0587
C (0.039, 1.901, 0.337)  -0.0856
H (-0.940, 0.776, -2.870)  0.0511
N (2.602, -0.407, 1.098)  -0.0254
C (-0.207, -0.589, -0.598)  -0.1523
C (-1.450, 0.412, -1.982)  -0.0633
C (-2.758, 0.414, -1.798)  -0.0883
C (-0.214, -2.029, -0.848)  -0.0812
H (2.855, -1.037, 0.345)  0.0694
H (2.778, 0.560, 0.807)  0.0732
N (1.264, -0.608, 1.405)  -0.2188
N (1.012, 0.062, 2.609)  -0.0384
H (0.328, -0.495, 3.111)  0.0735
H (-0.931, 2.374, 0.179)  0.0799
H (0.254, -2.250, -1.811)  0.0833
H (0.808, 2.447, -0.216)  0.0831
C (0.022, 0.487, -0.019)  -0.1349
H (0.338, -2.539, -0.056)  0.0707
H (-3.208, 0.062, -0.871)  0.0483
H (-1.234, -2.419, -0.873)  0.0825
H (1.838, 0.140, 3.205)  0.0712

Calculated values
energy relative to the best compared isomer or geometry (same formula, charge and spin) = 189.6 kcal/mol
E = -400.3909 Eh

---

2.
Molecular formula: C5H13NO3
Method: DFT, ωB97M-V with the def2-TZVPD basis set

Last column: Löwdin charge in e.
Atoms and positions in Å:
H (0.640, 2.951, 1.209)  0.1120
O (-2.412, -0.017, -1.013)  -0.0602
H (-0.727, 1.016, -0.153)  0.0841
H (1.169, 2.136, -1.697)  0.0605
C (0.884, 2.205, 0.418)  -0.2566
H (-2.409, 0.215, -1.946)  0.0471
C (1.630, -0.749, -0.792)  -0.0185
C (0.889, 2.882, -0.928)  -0.1127
H (1.502, 3.793, -0.989)  0.0800
H (-1.966, -0.874, -0.872)  0.0028
H (1.743, 0.105, -1.482)  0.0655
H (1.181, -1.582, -1.317)  0.0629
O (-0.755, -2.035, -0.312)  0.0153
H (1.930, 1.795, 0.575)  0.1235
N (0.084, 0.953, 0.448)  -0.0281
C (0.784, -0.286, 0.460)  -0.3068
H (1.558, -0.450, 1.223)  0.1465
H (2.650, -1.024, -0.525)  0.0727
H (-0.125, 3.047, -1.271)  0.0649
H (-1.381, -2.703, -0.002)  0.1298
O (-0.475, -1.838, 1.868)  0.1392
C (-0.278, -1.328, 0.806)  -0.4239

Calculated values
energy relative to the best compared isomer or geometry (same formula, charge and spin) = 34.6 kcal/mol
structure (SMILES) = CCN[C@H](C)C(=O)O.O
E = -478.7602 Eh

---

3.
Molecular formula: C38H54BiF5N2OS2Sb
Method: DFT, ωB97M-V with the def2-TZVPD basis set

Last column: Löwdin charge in e.
Atoms and positions in Å:
C (-0.782, 3.464, -2.764)  -0.3633
Bi (0.036, 0.227, -0.181)  1.3666
C (3.081, 1.577, 1.434)  -0.0945
C (3.750, 2.396, -1.106)  -0.0381
C (0.454, 0.676, 4.739)  -0.4175
C (3.356, -1.260, 3.893)  -0.1771
H (2.141, -2.666, 2.753)  0.0351
C (0.470, -0.108, 6.053)  -0.1689
H (-3.817, -3.333, -0.298)  0.1050
H (-0.416, -6.523, -1.807)  0.1252
C (-3.110, 3.881, 3.363)  -0.1368
C (-1.695, -1.526, -3.905)  -0.3463
H (4.667, -1.629, -0.705)  0.0857
H (-2.595, -2.528, 0.692)  0.0173
H (-2.427, -6.118, -0.604)  0.1327
H (-1.894, -3.597, 4.461)  0.0734
C (-1.842, 3.661, 2.872)  -0.1443
H (5.062, 0.249, -2.268)  0.1444
H (4.241, -2.067, -2.362)  0.0824
C (-1.611, 2.587, 2.036)  -0.2640
C (4.034, 0.039, -1.964)  -0.3704
H (-0.445, -0.691, 6.184)  0.0613
C (0.744, 3.401, -2.706)  -0.0572
F (-0.839, 4.472, 3.197)  0.1365
H (3.454, 4.387, -0.383)  0.1223
H (1.151, 4.334, -2.301)  0.0841
C (3.698, 1.022, -0.851)  -0.2110
F (-0.354, 2.436, 1.579)  -0.0354
H (3.233, -0.475, 4.646)  0.0613
H (2.077, 0.187, -2.928)  0.0590
H (-2.217, 3.726, -4.915)  0.1144
C (3.073, 2.938, 1.156)  -0.2707
H (-2.200, -1.533, -1.790)  0.0342
C (-2.603, -1.916, -2.733)  -0.0432
H (0.956, -4.342, -1.774)  0.1464
C (3.137, 0.260, -3.190)  -0.0566
H (1.321, -0.794, 6.113)  0.0600
F (-5.355, 3.219, 3.467)  0.1495
C (-0.646, -3.676, -0.686)  -0.7223
C (3.426, 3.329, -0.137)  -0.0324
C (-1.264, -1.728, 3.558)  -0.4239
H (2.960, -1.697, -1.199)  0.0452
C (-1.761, -0.024, -4.134)  -0.1377
C (2.026, -1.951, 3.570)  -0.4172
C (-0.965, -3.053, 4.262)  -0.1821
H (0.545, 0.582, 6.897)  0.0778
H (-3.175, -4.145, 1.148)  0.1075
H (1.091, 2.579, -2.078)  0.0379
H (-1.040, 4.367, -3.319)  0.1250
C (-2.168, -5.304, -1.281)  -0.0785
F (-4.884, 1.158, 1.826)  0.0972
C (-4.130, 3.021, 2.999)  -0.1359
H (-0.452, 1.283, 4.657)  0.0417
H (-1.027, 4.552, -0.903)  0.0924
C (-1.227, 0.940, -3.256)  -0.2310
H (-3.014, -5.131, -1.945)  0.1237
H (-0.304, -3.185, -3.798)  0.0621
S (-2.417, 0.311, 0.588)  0.5926
C (2.740, 3.954, 2.220)  -0.0386
H (-3.176, 2.043, -6.442)  0.1068
H (-1.853, -1.064, 4.195)  0.0529
H (3.646, 4.444, 2.587)  0.0896
H (3.353, -0.492, -3.955)  0.0837
H (-3.599, -1.488, -2.866)  0.0997
H (3.369, -0.424, 0.716)  0.0894
H (-0.468, -2.901, 5.223)  0.0574
N (-0.011, -4.466, -1.543)  0.0409
H (1.648, -2.490, 4.441)  0.0375
H (-1.837, -1.898, 2.652)  -0.0150
C (3.361, 0.630, 0.445)  -0.1090
S (0.205, -2.442, 0.177)  0.5278
H (-2.116, -1.981, -4.800)  0.1255
F (-3.350, 4.897, 4.171)  0.1572
C (3.971, -1.421, -1.524)  -0.0803
H (2.083, 4.735, 1.829)  0.0828
C (-2.099, 2.671, -4.694)  -0.0365
C (-0.854, -5.557, -2.041)  -0.0883
H (1.305, 1.362, 4.676)  0.0410
H (4.071, -1.983, 4.295)  0.0772
H (-0.325, -3.696, 3.652)  0.0618
H (-0.979, -5.485, -3.118)  0.1182
C (-2.640, 1.734, -5.553)  -0.0752
H (-2.703, -3.007, -2.665)  0.0652
H (-2.483, 3.678, -1.426)  0.0962
C (-0.278, -2.090, -3.760)  -0.0563
H (-1.124, 2.801, -0.736)  0.0060
H (3.814, -0.809, 3.010)  0.0464
H (0.356, -1.739, -4.578)  0.0930
C (-2.925, -3.487, 0.312)  -0.0202
O (-0.469, 0.521, -2.190)  -0.4769
H (3.301, 1.243, -3.637)  0.0742
H (2.243, 3.486, 3.071)  0.0662
C (-1.393, 3.634, -1.376)  -0.0514
C (-3.875, 1.962, 2.155)  -0.2414
N (-1.886, -4.086, -0.503)  -0.1382
Sb (0.473, -0.567, 2.973)  1.3097
C (-2.460, 0.396, -5.263)  -0.0398
H (4.059, 2.742, -2.087)  0.1219
H (0.189, -1.785, -2.824)  0.0336
H (1.161, 3.252, -3.707)  0.0930
H (2.894, 1.255, 2.452)  0.0740
C (-1.383, 2.311, -3.554)  -0.1256
H (-2.862, -0.359, -5.933)  0.1139
C (-2.603, 1.706, 1.650)  -0.4942

Calculated values
energy relative to the best compared isomer or geometry (same formula, charge and spin) = 11.7 kcal/mol
charge = +1
E = -3415.4796 Eh

---

Among the records above, which one has the highest energy relative to the best compared isomer or geometry (same formula, charge and spin)?
C6H13N3